1.
ORCA calculation (ωB97M-V/def2-TZVPD) on the ion C3H6BrN2O with charge +1.

Values from the calculation:
LUMO (alpha / beta) = -5.44 / -6.38 eV
relative energy (zero: lowest compared OMol25 entry of this formula, charge and spin) = 2.670 eV
orbital gap (alpha / beta) = 8.5 / 7.2 eV
HOMO energy (alpha / beta) = -13.95 / -13.60 eV
net charge = +1

Each line ends with the natural charge from an NBO analysis.
Positions of all 13 atoms, in Å:
C  0.30797  -1.13538  -0.90002  0.58
C  1.12620  -0.03004  -0.18842  -0.32
C  -1.06306  0.81466  0.78290  -0.08
N  -1.02145  -0.92472  -0.92318  -0.53
N  0.35791  0.98676  0.64015  -0.56
O  0.88534  -2.01275  -1.47871  -0.48
Br  -2.27244  -2.17858  -1.01323  0.47
H  1.83886  -0.55787  0.44879  0.26
H  1.69541  0.48752  -0.96375  0.27
H  -1.71940  1.45197  0.21733  0.23
H  -1.44382  0.21205  1.58448  0.23
H  0.78282  0.98084  1.58080  0.46
H  0.52565  1.90555  0.21286  0.46

Forces on the atoms, in the same order (eV/Å):
C 0.342 -0.177 0.355
C 0.396 -0.871 -0.644
C -0.937 -1.200 -0.954
N -1.006 2.019 0.647
N 0.541 0.287 0.177
O 0.369 -0.130 0.022
Br 0.140 -0.400 0.012
H -0.123 0.206 0.061
H -0.097 0.086 0.180
H 0.152 0.129 -0.052
H 0.210 -0.077 0.262
H -0.064 0.257 -0.371
H 0.077 -0.130 0.305


2.
ORCA calculation (ωB97M-V/def2-TZVPD) on a cluster of 2 separate species, C8H6N7O5 in total.

Values from the calculation:
LUMO = 0.62 eV
orbital gap = 5.4 eV
HOMO energy = -4.75 eV
net charge = -1

Each line ends with the natural charge from an NBO analysis.
Positions of all 26 atoms, in Å:
C  -3.85170  0.24000  1.49762  -0.25
O  -2.96282  1.31785  1.48846  -0.47
C  -1.62273  0.94450  1.53918  0.69
N  -0.76963  1.95205  1.56775  -0.48
C  0.52835  1.58900  1.56224  0.29
N  1.62529  2.37673  1.57228  -0.17
O  2.72563  1.63768  1.54442  -0.07
N  2.28818  0.35918  1.52772  0.41
O  3.04388  -0.65553  1.52067  -0.40
C  0.90724  0.26530  1.52906  -0.09
C  -0.06856  -0.71694  1.54278  0.18
N  -1.33172  -0.38748  1.55877  -0.49
H  -4.86142  0.65686  1.50356  0.19
H  -3.70532  -0.36865  0.60166  0.18
H  -3.68714  -0.35075  2.40111  0.20
H  0.21728  -1.75860  1.56563  0.26
N  0.12122  -3.18796  3.90967  -0.57
C  -0.16041  -2.74385  5.13756  0.11
N  0.02551  -3.65567  6.07740  -0.50
C  0.46437  -4.75620  5.41629  0.06
N  0.80898  -6.02505  6.02428  0.52
O  1.18481  -6.93995  5.28733  -0.45
O  0.71223  -6.14296  7.24880  -0.42
C  0.51713  -4.46056  4.07223  -0.08
H  -0.50985  -1.73883  5.34828  0.16
H  0.79135  -5.13496  3.26920  0.19

Forces on the atoms, in the same order (eV/Å):
C -0.766 -0.728 0.092
O 2.910 0.072 0.072
C -0.378 1.689 0.055
N -0.956 0.110 -0.094
C 0.982 1.248 -0.006
N -2.801 2.884 0.043
O -0.990 -2.223 0.018
N 0.337 -5.943 -0.036
O -0.509 2.680 -0.072
C 2.623 2.074 0.062
C -0.139 -1.527 0.120
N 0.088 0.119 -0.221
H 0.193 0.029 -0.012
H -0.159 -0.146 0.214
H -0.220 -0.211 -0.221
H -0.214 -0.271 0.160
N 0.131 0.317 -1.851
C 0.221 -0.912 0.518
N -0.038 -0.209 1.666
C -0.123 0.176 0.186
N -0.296 0.611 0.577
O -0.126 0.351 0.173
O 0.095 0.012 -0.855
C 0.100 -0.369 -0.571
H 0.039 -0.127 -0.023
H -0.004 0.292 0.007


3.
ORCA calculation (ωB97M-V/def2-TZVPD) on a cluster of 5 separate species, C18H59N10O4P3 in total.

Values from the calculation:
multiplicity = 2
expectation value of S² = 0.753
LUMO (alpha / beta) = -1.55 / -5.59 eV
orbital gap (alpha / beta) = 9.0 / 5.0 eV
HOMO energy (alpha / beta) = -10.55 / -10.55 eV
net charge = +1

Each line ends with the Mulliken spin population.
Positions of all 94 atoms, in Å:
N  -0.81720  -0.14940  -1.24297  0.03
H  -1.14294  0.15232  -0.33580  0.00
H  -1.44463  0.36748  -1.84236  -0.02
H  -0.99217  -1.13808  -1.35248  0.01
H  0.14082  0.12799  -1.40221  0.00
O  -2.09351  1.02902  -3.11765  1.00
H  -1.23667  1.39202  -3.41529  -0.02
O  1.84757  0.71453  -1.70484  0.00
P  2.66546  1.71576  -2.45638  0.00
N  2.34312  3.29982  -1.92163  0.00
C  1.03972  3.77785  -1.50728  0.00
C  3.25305  4.36982  -2.37273  0.00
N  2.38673  1.72754  -4.10966  0.00
C  3.17798  2.54387  -4.99173  0.00
C  1.02154  1.52460  -4.47809  -0.01
N  4.35353  1.44973  -2.26217  0.00
C  5.01261  1.86799  -1.04518  0.00
C  5.07788  0.42360  -3.00691  0.00
H  0.69389  3.09014  -0.73556  0.00
H  0.31394  3.67796  -2.31435  0.00
H  1.12565  4.80415  -1.15033  0.00
H  4.22940  4.01309  -2.70073  0.00
H  3.41462  5.08911  -1.56985  0.00
H  2.83885  4.90363  -3.22806  0.00
H  4.23357  2.43927  -4.74096  0.00
H  3.12205  2.10141  -5.98631  0.00
H  2.95490  3.61064  -5.01019  0.00
H  0.89025  1.58236  -5.55861  0.00
H  0.67489  0.53176  -4.19138  0.00
H  0.36881  2.26403  -4.01411  0.00
H  4.40429  2.65524  -0.59990  0.00
H  5.03989  1.03806  -0.33909  0.00
H  6.05601  2.14045  -1.20391  0.00
H  6.13606  0.34362  -2.75796  0.00
H  4.90384  0.37906  -4.08200  0.00
H  4.78497  -0.52772  -2.56274  0.00
O  -1.42808  -2.70868  -0.97869  0.00
P  -2.35168  -3.61308  -0.26184  0.00
N  -1.72327  -4.03306  1.27134  0.00
C  -2.52314  -4.62777  2.34749  0.00
C  -0.25324  -4.06867  1.38461  0.00
N  -2.76161  -5.08564  -1.01792  0.00
C  -1.78501  -5.91646  -1.74260  0.00
C  -4.02768  -5.77996  -0.71241  0.00
N  -3.82946  -2.80196  0.18091  0.00
C  -4.85576  -2.51018  -0.86614  0.00
C  -3.85602  -1.75772  1.19159  0.00
H  -3.47037  -4.08889  2.32616  0.00
H  -2.07511  -4.36677  3.30627  0.00
H  -2.66151  -5.69438  2.17058  0.00
H  0.09656  -4.95874  0.86162  0.00
H  0.09170  -4.21688  2.40791  0.00
H  0.16883  -3.16302  0.94901  0.00
H  -1.21665  -6.52892  -1.04264  0.00
H  -2.37183  -6.50841  -2.44498  0.00
H  -0.99023  -5.36549  -2.24546  0.00
H  -4.35788  -5.32915  0.22345  0.00
H  -4.82994  -5.56226  -1.41746  0.00
H  -4.00925  -6.86845  -0.76655  0.00
H  -5.81359  -2.18406  -0.46079  0.00
H  -4.43577  -1.79755  -1.57598  0.00
H  -5.09452  -3.39266  -1.45971  0.00
H  -3.34830  -0.87304  0.80733  0.00
H  -3.35403  -2.01020  2.12559  0.00
H  -4.85546  -1.46730  1.51543  0.00
O  -0.88578  1.62368  1.06909  0.00
P  -0.30574  1.60478  2.41142  0.00
N  0.50446  3.08164  2.91352  0.00
C  1.41130  3.22024  4.12404  0.00
C  0.15565  4.26975  2.15513  0.00
N  0.99332  0.49268  2.53372  0.00
C  2.12209  0.64963  1.62319  0.00
C  0.50697  -0.87904  2.56570  0.00
N  -1.37158  1.15594  3.66722  0.00
C  -0.91223  0.93528  5.03959  0.00
C  -2.75660  1.56140  3.44028  0.00
H  1.95375  4.16506  4.08994  0.00
H  2.29916  2.58913  4.16288  0.00
H  0.90449  3.16549  5.08750  0.00
H  -0.06478  5.05483  2.87843  0.00
H  -0.79058  4.26599  1.61409  0.00
H  0.95678  4.59056  1.48927  0.00
H  2.76691  -0.21139  1.79913  0.00
H  1.71636  0.66568  0.61165  0.00
H  2.57428  1.64079  1.65823  0.00
H  -0.15106  -1.02225  3.42278  0.00
H  0.03271  -1.12506  1.61562  0.00
H  1.32954  -1.57827  2.71585  0.00
H  0.06320  0.45363  5.10785  0.00
H  -0.78885  1.94746  5.42477  0.00
H  -1.60397  0.52388  5.77467  0.00
H  -3.19790  1.97984  4.34486  0.00
H  -3.41715  0.74230  3.15594  0.00
H  -2.90123  2.38294  2.73867  0.00

Forces on the atoms, in the same order (eV/Å):
N -0.525 0.267 0.507
H 0.411 0.205 1.020
H -0.275 0.310 -0.480
H -0.006 -1.205 0.130
H 1.112 0.290 -0.024
O -0.357 0.336 -0.683
H -0.062 0.190 -0.260
O -0.487 0.556 -0.834
P 1.455 0.455 0.893
N 2.147 -0.505 -0.379
C -0.091 -1.380 0.140
C -0.218 -0.017 -0.201
N 0.659 -0.797 0.954
C 0.994 -0.331 -0.493
C -0.716 -0.447 -0.340
N -1.080 1.445 -1.424
C -0.599 -0.389 0.489
C -0.640 -1.429 0.863
H -0.245 0.350 0.372
H -0.192 0.583 -0.173
H -0.166 -0.163 0.016
H -0.123 -0.294 0.220
H -0.039 -0.003 0.098
H -0.162 0.205 -0.016
H -0.012 0.139 0.245
H -0.261 0.306 -0.194
H -0.334 -0.023 -0.076
H 0.124 0.143 0.015
H 0.069 -0.124 0.131
H -0.298 0.358 -0.083
H 0.443 0.170 0.143
H -0.043 -0.159 0.292
H -0.142 0.415 -0.250
H 0.190 1.134 -0.278
H -0.005 0.307 0.162
H -0.459 -0.557 -0.418
O 0.513 -0.667 -0.581
P -1.942 -0.746 2.595
N 0.311 1.364 -0.534
C -0.009 0.865 -1.061
C -0.575 -0.630 -0.426
N -0.134 1.085 -0.416
C 0.109 0.517 0.435
C -0.304 1.239 0.050
N -0.613 -1.563 -0.706
C 1.053 -0.809 -0.361
C 1.033 0.307 0.353
H -0.296 -0.531 0.104
H 0.189 -0.445 -0.009
H -0.074 -0.115 0.511
H 0.495 0.049 -0.254
H -0.352 0.379 0.169
H 0.133 -0.267 0.067
H -0.304 -0.545 0.083
H 0.470 -0.123 -0.087
H -0.466 0.436 -0.285
H -0.327 -0.839 0.256
H 0.083 0.403 -0.430
H 0.752 0.045 0.714
H 0.349 0.225 0.313
H -0.336 0.440 -0.025
H 0.212 -0.168 0.123
H -0.045 0.457 0.076
H 0.292 -0.332 -0.196
H -0.230 -0.265 -0.511
O -1.067 0.525 -0.947
P 3.393 0.255 3.769
N -0.569 -2.088 -0.468
C -0.120 0.349 -1.003
C -0.017 1.032 0.964
N -1.242 0.633 1.340
C -1.187 0.412 -0.662
C 0.329 -0.071 0.200
N 0.193 -0.610 -1.958
C 0.298 1.908 0.222
C -0.611 0.242 0.729
H -0.679 0.548 -0.269
H -0.510 -0.959 -0.416
H -0.163 -0.024 -0.214
H 0.422 0.413 0.039
H 0.140 -0.882 -0.242
H 0.020 0.099 -0.081
H 0.393 0.461 -0.216
H 0.357 -0.648 -0.431
H 0.391 -0.165 0.774
H -0.261 -0.043 -0.360
H -0.365 -0.346 -0.018
H 0.215 0.093 -0.102
H -0.200 -0.169 -0.276
H 0.390 0.109 0.548
H -0.397 -0.684 -0.787
H 0.208 -0.104 0.378
H 0.135 -0.181 -0.193
H 0.448 -0.209 -0.375